Record 1
Density functional theory data (wB97M-V/def2-TZVPD) for 2 unconnected molecules or ions with the total composition C4H11NO.

The energy relative to the best compared isomer or geometry (same formula, charge and spin) is 147.4 kJ/mol. For the HOMO energy, the calculation gives -0.3014 Eh. Its charge is 0. The calculation puts the orbital gap at 9.10 eV. Its SMILES is C=C(N)CC.O.

Each line ends with the Mulliken charge.
CARTESIAN COORDINATES (ANGSTROEM)
C1 1.248 1.196 -0.682  -1.14
C2 0.048 1.111 -0.052  0.76
N1 -0.087 1.643 1.238  -0.47
C3 -1.116 0.459 -0.756  -0.46
C4 -1.453 -0.940 -0.334  -0.72
H1 1.346 0.811 -1.682  0.27
H2 1.969 1.903 -0.247  0.24
H3 -0.928 1.832 1.751  0.20
H4 0.690 2.259 1.379  0.18
H5 -0.724 0.429 -1.800  0.18
H6 -2.016 1.101 -0.817  0.35
H7 -0.519 -1.555 -0.436  -0.11
H8 -1.754 -1.090 0.688  0.29
H9 -2.217 -1.431 -0.884  0.38
O1 1.298 -2.770 0.448  -0.65
H10 1.089 -2.204 1.194  0.33
H11 1.118 -2.320 -0.383  0.36

Record 2
Density functional theory data (wB97M-V/def2-TZVPD) for a gas-phase ion, C3H8N (charge +1).

The energy relative to the best compared isomer or geometry (same formula, charge and spin) is 331.7 kJ/mol. For the HOMO energy, the calculation gives -0.5953 Eh. Its charge is +1. The calculation puts the orbital gap at 8.39 eV. Its SMILES is C=[NH+]CC.

Each line ends with the Mulliken charge.
CARTESIAN COORDINATES (ANGSTROEM)
C1 0.122 -0.645 1.415  -0.25
N1 0.610 0.427 0.746  -0.11
C2 0.368 0.556 -0.715  -0.25
C3 -0.962 -0.136 -1.072  -0.84
H1 -0.618 -0.351 2.169  0.36
H2 0.983 -1.140 1.868  0.28
H3 1.573 0.617 1.017  0.29
H4 0.434 1.618 -0.965  0.33
H5 1.259 0.142 -1.187  0.28
H6 -0.740 -1.002 -1.696  0.31
H7 -1.753 0.479 -1.483  0.31
H8 -1.274 -0.567 -0.098  0.30

Record 3
Density functional theory data (wB97M-V/def2-TZVPD) for a molecular structure, C25H33O2V.

The energy relative to the best compared isomer or geometry (same formula, charge and spin) is 13.5 kJ/mol. For the HOMO energy (spin up / spin down), the calculation gives -0.0442 / -0.1359 Eh. Its charge is -1. The spin multiplicity is 4. The calculation puts the orbital gap (spin up / spin down) at 3.67 / 6.16 eV.

Each line ends with the Mulliken charge.
CARTESIAN COORDINATES (ANGSTROEM)
O1 5.418 -1.060 -2.947  -0.26
C1 5.441 -1.900 -4.160  -0.17
C2 6.878 -1.580 -4.531  -0.93
H1 4.787 -1.511 -4.950  -0.04
H2 5.220 -2.949 -3.925  0.36
C3 6.750 -0.623 -3.327  1.50
H3 6.959 -1.088 -5.502  0.29
H4 7.555 -2.425 -4.419  0.32
C4 6.703 0.792 -3.846  -1.67
H5 5.892 0.878 -4.590  0.34
H6 7.669 1.034 -4.319  0.41
H7 6.522 1.497 -3.025  0.37
C5 7.799 -0.903 -2.273  -1.73
H8 7.747 -1.943 -1.927  0.38
H9 7.659 -0.233 -1.422  0.37
H10 8.796 -0.717 -2.697  0.37
V1 0.592 -0.147 0.041  0.55
C6 0.144 -0.828 2.044  -0.59
C7 -0.617 -1.789 1.295  -0.28
C8 0.272 -2.562 0.509  -0.60
H11 -1.687 -1.969 1.396  0.46
C9 1.601 -2.084 0.736  -0.70
C10 1.547 -1.024 1.712  -0.56
H12 2.418 -0.511 2.129  0.45
H13 -0.270 -0.159 2.804  0.46
H14 -0.012 -3.390 -0.143  0.42
H15 2.512 -2.522 0.330  0.64
C11 -0.175 1.846 0.530  -0.56
C12 1.121 1.680 1.134  -0.84
C13 2.104 1.642 0.081  -0.51
H16 1.331 1.685 2.203  0.51
C14 1.426 1.910 -1.150  -0.49
C15 0.037 2.011 -0.889  -0.77
H17 -0.732 2.214 -1.640  0.49
H18 -1.128 1.927 1.042  0.66
H19 3.185 1.552 0.207  0.42
H20 1.897 2.100 -2.115  0.80
O2 3.203 -0.239 -4.236  -0.54
C16 2.938 -0.368 -2.805  0.21
C17 2.764 -1.848 -2.504  0.85
H21 1.979 0.149 -2.568  -0.46
H22 3.706 0.089 -2.181  0.33
C18 2.023 -2.313 -3.764  -0.79
H23 2.235 -2.014 -1.564  -1.05
H24 3.726 -2.372 -2.438  0.22
C19 2.340 -1.248 -4.837  -0.71
H25 0.944 -2.376 -3.558  0.31
H26 2.379 -3.303 -4.065  0.36
H27 1.408 -0.754 -5.186  0.38
H28 2.857 -1.704 -5.698  0.32
C20 -4.029 -0.426 -2.195  -0.58
C21 -3.868 0.042 -0.892  -0.73
C22 -2.589 0.081 -0.309  0.10
C23 -1.481 -0.319 -1.047  0.67
C24 -1.616 -0.781 -2.348  -0.69
C25 -2.910 -0.845 -2.912  -0.29
H29 -5.018 -0.468 -2.651  0.33
H30 -4.732 0.369 -0.317  0.35
H31 -2.513 0.432 0.727  0.27
H32 -0.734 -1.086 -2.927  -0.07
H33 -3.026 -1.237 -3.921  0.36

Record 4
Density functional theory data (wB97M-V/def2-TZVPD) for 2 unconnected molecules or ions with the total composition CH2BrFO.

The energy relative to the best compared isomer or geometry (same formula, charge and spin) is 352.8 kJ/mol. For the HOMO energy (spin up / spin down), the calculation gives -0.4078 / -0.3928 Eh. Its charge is 0. The calculation puts the orbital gap (spin up / spin down) at 8.23 / 7.52 eV.

Each line ends with the Mulliken charge.
CARTESIAN COORDINATES (ANGSTROEM)
C1 0.154 0.050 -0.578  0.07
O1 -0.906 0.197 0.068  -0.30
F1 0.663 -1.253 -0.510  -0.26
Br1 -1.255 -0.128 2.913  0.02
H1 0.252 0.315 -1.649  0.25
H2 1.092 0.819 -0.244  0.21